DFT (ωB97M-V/def2-TZVPD) results for C61H70F5P2Si2Ti as an isolated structure.

## Properties
LUMO level in eV: -3.35
Energy in eV: -135424.0702
Maximum force in eV/A: 0.68
Net charge: +1
ΔE to the lowest compared entry with this formula, charge and spin in kcal/mol: 0.00

Cartesian coordinates (Å):
Ti (-0.187626, -0.080269, 0.426886)
C (2.163381, 0.621571, -3.154923)
Si (1.205046, -0.241304, -1.782564)
C (2.444720, -1.553804, -1.202432)
C (3.009221, -2.440022, -2.122377)
C (3.843194, -3.472760, -1.718876)
C (4.117562, -3.642838, -0.369508)
C (3.620829, -2.736125, 0.559437)
C (2.819659, -1.669727, 0.151080)
P (2.215370, -0.388082, 1.309071)
C (2.760239, -0.894927, 3.002423)
C (4.306802, -0.979350, 3.163255)
C (5.006511, 0.173009, 3.904845)
C (4.233992, 0.647336, 5.129156)
C (2.836700, 1.075135, 4.701539)
C (2.056604, -0.113861, 4.143166)
C (3.163102, 1.191214, 1.035427)
C (3.910987, 1.317835, -0.286139)
C (4.700905, 2.628758, -0.331203)
C (3.777147, 3.831707, -0.139918)
C (2.991742, 3.711607, 1.165901)
C (2.223201, 2.393369, 1.226150)
C (-0.288269, -0.884613, -2.786576)
C (-0.153678, -1.827460, -3.812552)
C (-1.256138, -2.306811, -4.504724)
C (-2.530284, -1.853923, -4.176767)
C (-2.687550, -0.873679, -3.210156)
C (-1.574528, -0.364168, -2.543045)
P (-1.652017, 1.086517, -1.445410)
C (-3.436780, 1.440866, -1.188048)
C (-3.661752, 2.377724, 0.013954)
C (-5.129666, 2.800030, 0.064571)
C (-5.491289, 3.686607, -1.145915)
C (-4.596243, 3.384014, -2.360304)
C (-4.256237, 1.896469, -2.423141)
C (-0.826428, 2.362436, -2.524934)
C (-0.578307, 3.734763, -1.883845)
C (0.315291, 4.589882, -2.792425)
C (-0.266447, 4.727647, -4.197179)
C (-0.499896, 3.350972, -4.815667)
C (-1.421738, 2.504551, -3.932030)
H (2.283291, -0.147504, -3.928162)
H (3.160192, 0.957434, -2.864582)
H (1.630831, 1.456024, -3.618880)
H (2.762701, -2.352408, -3.179387)
H (4.249877, -4.161871, -2.451428)
H (4.731592, -4.472256, -0.033042)
H (3.867788, -2.884366, 1.604344)
H (2.369544, -1.906903, 3.051955)
H (4.791554, -1.115091, 2.196107)
H (4.501457, -1.895498, 3.728742)
H (5.160321, 1.031464, 3.245243)
H (6.003864, -0.172326, 4.183018)
H (4.763191, 1.469877, 5.614415)
H (4.156209, -0.165234, 5.863280)
H (2.920786, 1.875234, 3.953624)
H (2.279948, 1.489513, 5.544589)
H (1.079407, 0.210946, 3.822642)
H (1.883552, -0.817104, 4.963945)
H (3.901909, 1.207785, 1.831050)
H (3.183797, 1.342035, -1.096958)
H (4.564805, 0.460322, -0.455263)
H (5.232131, 2.702624, -1.283254)
H (5.462281, 2.623124, 0.458598)
H (3.069701, 3.876516, -0.979540)
H (4.349891, 4.761226, -0.156852)
H (2.302055, 4.551404, 1.284852)
H (3.689367, 3.746855, 2.012086)
H (1.480993, 2.380956, 0.417465)
H (1.675194, 2.318332, 2.162496)
H (0.831533, -2.216572, -4.066915)
H (-1.123808, -3.048696, -5.284932)
H (-3.401647, -2.250386, -4.686260)
H (-3.683578, -0.510081, -2.987368)
H (-3.800790, 0.459347, -0.892335)
H (-3.033114, 3.269757, -0.061148)
H (-3.378512, 1.865352, 0.929470)
H (-5.338139, 3.325900, 0.998066)
H (-5.752243, 1.897042, 0.071686)
H (-5.399633, 4.741673, -0.878366)
H (-6.536689, 3.523653, -1.415142)
H (-3.674002, 3.968070, -2.300641)
H (-5.093205, 3.690752, -3.281317)
H (-3.760418, 1.645503, -3.356321)
H (-5.193309, 1.329395, -2.421499)
H (0.159766, 1.914682, -2.638340)
H (-0.099119, 3.620018, -0.918397)
H (-1.528225, 4.255791, -1.719263)
H (1.303727, 4.116880, -2.862632)
H (0.464465, 5.572067, -2.336393)
H (0.395362, 5.323991, -4.828795)
H (-1.222592, 5.263028, -4.140650)
H (0.462467, 2.841579, -4.943354)
H (-0.941232, 3.445648, -5.810197)
H (-1.588426, 1.526492, -4.386123)
H (-2.385979, 3.016267, -3.874378)
C (1.034145, -6.477464, -1.627150)
C (0.749813, -6.503819, -0.267538)
C (0.257132, -5.370972, 0.372226)
C (0.046900, -4.172177, -0.326914)
C (0.334566, -4.178276, -1.693701)
C (0.812706, -5.309963, -2.343346)
Si (-0.764576, -2.687620, 0.525904)
C (-0.859607, -3.261483, 2.323745)
C (-2.046773, -3.408205, 3.043740)
C (-2.029675, -3.767023, 4.389881)
C (-0.823076, -3.981246, 5.043750)
C (0.370947, -3.864291, 4.338311)
C (0.344665, -3.511689, 2.995541)
C (-2.532089, -2.566392, -0.092342)
C (-3.075280, -3.464706, -1.015218)
C (-4.416695, -3.386941, -1.374460)
C (-5.238069, -2.408804, -0.818488)
C (-4.716168, -1.505996, 0.100378)
C (-3.373743, -1.587908, 0.453495)
H (1.416100, -7.363941, -2.125100)
H (0.893380, -7.417378, 0.299248)
H (0.006027, -5.442856, 1.421095)
H (0.149550, -3.289102, -2.271262)
H (1.014324, -5.278285, -3.410429)
H (-3.003670, -3.259219, 2.554099)
H (-2.964849, -3.882335, 4.928368)
H (-0.812217, -4.255217, 6.093080)
H (1.316698, -4.066743, 4.832207)
H (1.281200, -3.465459, 2.439419)
H (-2.444352, -4.233062, -1.455520)
H (-4.826742, -4.094800, -2.088416)
H (-6.287037, -2.359140, -1.089735)
H (-5.356610, -0.752811, 0.548108)
H (-2.987095, -0.888595, 1.191921)
F (-0.819248, 3.465741, 1.133373)
C (-1.121809, 2.606580, 2.109539)
C (-0.858480, 1.252084, 1.983260)
C (-1.185325, 0.529641, 3.112571)
F (-0.905645, -0.777738, 3.090274)
C (-1.756510, 1.026056, 4.259337)
F (-2.035583, 0.247933, 5.296164)
C (-2.017522, 2.378171, 4.305678)
F (-2.562379, 2.911867, 5.375657)
C (-1.690335, 3.175609, 3.222324)
F (-1.935214, 4.479418, 3.271164)

Cartesian forces (eV/Å) of the 6 atoms listed first:
-0.4 0.2 0.0
0.2 0.4 -0.2
0.2 -0.1 -0.1
0.0 -0.1 0.0
-0.1 0.0 0.0
0.0 0.0 0.0

DFT (ωB97M-V/def2-TZVPD) results for a 15-piece molecular cluster, C62H130F27N8O15P2 overall in a non-equilibrium geometry.

## Properties
LUMO level in eV: -1.51
Energy in eV: -200989.4324
Maximum force in eV/A: 11.54
Net charge: +1

Cartesian coordinates (Å):
C (10.930504, 8.738440, 18.710102)
C (12.385526, 8.926812, 18.358741)
O (13.034448, 9.877847, 18.590659)
N (12.833638, 7.782847, 17.734228)
H (12.220484, 6.987009, 17.674727)
H (13.548216, 11.715902, 19.396508)
C (14.260269, 7.419335, 17.697461)
H (10.845377, 8.246016, 19.700524)
H (10.410775, 7.974065, 18.049698)
H (10.478998, 9.720732, 18.670915)
H (14.781423, 7.770175, 18.643069)
H (14.713219, 7.752037, 16.790514)
H (14.388473, 6.367385, 17.616773)
C (14.433250, 22.053181, 20.246684)
C (14.959982, 21.712879, 18.800719)
O (14.476104, 22.300410, 17.832735)
N (16.016452, 20.827030, 18.713209)
H (18.333185, 22.011924, 20.721302)
H (16.361206, 20.477809, 19.579888)
C (16.572915, 20.316875, 17.433824)
H (14.992330, 22.854007, 20.803945)
H (14.553296, 21.206107, 20.945574)
H (13.374346, 22.472405, 20.184295)
H (15.789148, 20.319316, 16.677986)
H (16.821965, 19.308627, 17.560735)
H (17.423124, 20.924778, 17.120039)
C (18.174517, 13.448061, 14.947049)
C (18.260660, 14.940572, 15.076682)
O (19.193756, 15.670914, 15.049705)
N (16.845351, 15.526004, 15.334018)
H (16.205554, 14.875358, 14.797306)
H (16.579129, 15.282500, 16.298166)
C (16.662819, 17.032448, 15.013200)
H (17.828220, 13.164749, 15.997120)
H (19.205508, 13.046098, 14.757270)
H (17.399219, 13.126403, 14.224422)
H (16.720977, 17.559162, 15.956677)
H (15.715551, 17.257448, 14.438225)
H (17.550920, 17.331079, 14.408037)
C (15.287343, 22.337704, 28.121526)
C (15.210838, 22.953927, 26.699661)
O (14.673326, 22.352236, 25.775871)
N (15.897557, 24.145342, 26.475882)
H (16.220825, 24.580583, 27.315630)
H (9.020717, 18.140034, 25.291833)
C (15.747820, 24.766660, 25.205037)
H (14.276363, 22.136699, 28.371767)
H (15.887539, 22.951822, 28.804717)
H (15.863162, 21.424019, 27.791023)
H (15.144787, 24.116480, 24.615535)
H (16.707792, 24.973311, 24.693378)
H (15.268995, 25.790014, 25.303946)
C (10.141790, 15.114697, 26.056434)
C (11.069216, 14.287056, 26.905563)
O (11.826724, 14.791966, 27.720914)
N (10.988017, 12.988463, 26.756143)
H (10.382635, 12.596773, 26.034222)
H (12.668338, 16.723311, 27.882635)
C (11.637397, 11.884105, 27.592417)
H (10.269216, 14.950537, 24.971315)
H (10.404618, 16.195689, 26.329202)
H (9.043064, 15.068351, 26.379119)
H (11.936771, 12.403002, 28.458603)
H (12.486346, 11.418392, 27.155941)
H (10.798193, 11.265723, 27.858840)
C (17.900522, 15.422198, 20.357792)
C (17.225725, 15.354595, 18.943263)
C (15.671454, 15.438402, 19.107373)
C (15.242887, 16.920448, 19.469541)
N (13.967556, 17.036810, 20.301738)
C (13.415711, 18.402261, 20.226941)
C (12.043732, 18.191742, 20.789950)
C (11.601284, 16.766643, 20.414071)
C (12.829761, 16.108526, 19.836826)
C (14.287943, 16.652228, 21.737351)
H (17.777570, 16.468216, 20.694416)
H (18.973790, 15.174120, 20.399467)
H (17.369918, 14.782887, 21.036338)
H (17.485886, 14.381598, 18.483351)
H (17.651436, 16.135563, 18.409674)
H (15.238576, 14.822252, 19.901153)
H (15.125775, 15.002297, 18.255453)
H (15.133003, 17.513822, 18.563018)
H (15.944193, 17.423428, 20.078175)
H (14.048126, 19.079848, 20.887838)
H (13.530490, 18.800828, 19.194312)
H (12.030082, 18.353188, 21.892931)
H (11.274559, 18.980005, 20.552497)
H (11.273618, 16.258598, 21.354944)
H (10.753934, 16.724676, 19.709778)
H (12.956548, 15.084986, 20.171603)
H (12.777733, 16.154373, 18.740336)
H (14.435935, 15.572784, 21.846490)
H (13.542632, 16.963151, 22.452297)
H (15.150139, 17.248721, 22.064821)
C (11.664409, 14.871302, 10.655813)
C (11.765826, 15.522590, 12.043987)
C (10.816248, 14.956243, 13.104894)
C (10.661362, 15.857601, 14.342563)
N (9.576519, 15.469508, 15.379716)
C (9.179524, 16.689415, 16.264499)
C (7.740569, 16.904873, 15.931497)
C (7.171371, 15.483289, 15.633318)
C (8.312618, 15.050177, 14.714664)
C (10.193693, 14.331430, 16.083975)
H (11.781470, 13.785198, 10.691805)
H (12.413306, 15.419023, 10.002695)
H (10.634880, 14.986646, 10.279222)
H (11.497849, 16.573506, 11.977814)
H (12.813151, 15.491204, 12.391883)
H (11.185524, 13.947775, 13.358275)
H (9.841787, 14.743837, 12.605620)
H (10.563903, 16.869049, 14.068110)
H (11.613531, 15.765847, 14.855638)
H (9.248899, 16.247938, 17.219005)
H (9.979654, 17.456149, 16.165395)
H (7.265805, 17.348949, 16.801221)
H (7.587395, 17.593400, 15.073858)
H (7.115688, 14.847102, 16.491929)
H (6.226908, 15.359929, 15.110601)
H (8.301088, 13.999013, 14.640381)
H (8.225769, 15.505981, 13.739101)
H (11.092807, 14.717383, 16.638357)
H (10.598943, 13.619165, 15.407606)
H (9.497142, 13.852868, 16.839955)
C (11.403700, 20.983948, 12.235158)
C (10.875737, 22.385387, 12.365538)
C (9.995834, 22.617604, 13.672633)
C (11.010607, 22.730891, 14.832746)
N (10.441599, 22.994193, 16.196193)
C (11.500530, 23.023058, 17.318634)
C (10.942598, 22.402443, 18.585096)
C (9.552830, 21.898818, 18.200046)
C (9.509456, 21.865821, 16.686890)
C (9.665777, 24.258985, 16.212040)
H (10.652923, 20.229246, 12.079973)
H (12.011404, 20.654212, 13.120053)
H (12.014714, 20.866746, 11.346278)
H (10.249918, 22.563331, 11.496979)
H (11.648592, 23.142874, 12.402238)
H (9.360231, 21.766661, 13.856373)
H (9.430130, 23.523823, 13.644015)
H (11.671436, 23.571164, 14.601513)
H (11.596354, 21.798435, 14.855730)
H (11.846596, 24.070796, 17.336601)
H (12.357717, 22.390514, 16.986609)
H (10.917596, 23.128040, 19.426568)
H (11.569603, 21.633650, 19.009921)
H (8.779117, 22.506839, 18.710084)
H (9.316234, 20.893012, 18.535232)
H (8.510381, 22.060158, 16.281400)
H (9.855944, 20.908679, 16.316125)
H (9.109750, 24.412299, 17.163966)
H (8.943531, 24.204411, 15.447670)
H (10.325633, 25.149104, 16.058565)
C (9.063141, 19.379236, 23.827893)
O (9.139621, 18.338958, 22.869446)
O (8.479603, 18.880775, 24.989703)
C (10.523879, 19.882262, 24.035896)
F (10.656803, 20.851560, 24.936295)
F (11.333308, 18.856716, 24.368617)
F (11.104052, 20.354379, 22.896493)
C (8.180841, 18.353266, 21.784406)
C (8.012388, 16.926445, 21.234387)
H (8.996604, 16.623049, 20.893020)
H (7.891008, 16.281326, 22.112230)
H (7.303228, 16.849583, 20.427691)
H (8.461198, 19.124378, 21.124447)
H (7.216665, 18.771672, 22.080938)
H (8.554398, 20.294367, 23.517644)
C (18.168044, 20.516483, 21.750151)
O (18.241185, 19.626059, 20.672814)
O (17.663975, 21.776783, 21.348834)
C (17.163295, 19.969962, 22.735443)
F (17.101518, 20.550301, 23.973919)
F (15.871546, 20.017396, 22.193595)
F (17.441415, 18.649881, 22.987024)
C (19.354860, 19.980174, 19.897155)
C (19.532391, 18.800423, 18.931376)
H (20.378832, 18.209307, 19.120617)
H (18.704660, 18.134712, 18.988063)
H (19.698389, 19.193963, 17.943316)
H (20.179877, 20.146961, 20.596374)
H (19.101829, 20.891601, 19.347667)
H (19.102409, 20.745110, 22.321456)
C (14.743682, 11.248870, 20.720524)
O (14.940700, 11.733003, 22.101550)
O (13.904479, 12.111058, 20.037857)
C (16.186701, 11.178845, 20.025542)
F (16.651439, 9.917221, 20.106498)
F (16.057542, 11.493211, 18.731534)
F (17.232257, 12.004509, 20.474246)
C (13.706119, 11.941740, 22.829013)
C (13.966420, 12.812151, 23.986160)
H (14.969987, 12.830289, 24.303702)
H (13.870690, 13.794737, 23.588310)
H (13.122619, 12.719258, 24.653331)
H (13.384019, 10.988626, 23.312281)
H (12.931411, 12.307592, 22.147046)
H (14.236184, 10.279482, 20.679588)
C (14.305320, 16.294150, 26.991471)
O (15.668227, 16.482865, 27.078094)
O (13.533949, 17.057550, 27.886207)
C (13.969116, 16.678133, 25.567135)
F (14.714273, 15.896603, 24.757130)
F (12.676807, 16.457138, 25.257110)
F (14.157979, 17.956411, 25.380823)
C (16.445555, 16.168602, 28.224404)
C (17.864285, 16.782427, 28.095772)
H (17.765179, 17.860672, 27.922705)
H (18.438657, 16.544849, 28.955555)
H (18.397777, 16.354837, 27.278593)
H (16.509826, 15.026930, 28.205699)
H (15.869085, 16.449079, 29.065307)
H (14.041111, 15.230498, 27.019344)
C (8.856325, 13.046007, 19.611818)
O (8.073482, 14.217035, 19.854802)
O (9.339007, 12.874408, 18.373147)
C (10.097715, 13.079497, 20.542781)
F (10.472966, 11.784572, 20.605177)
F (11.235070, 13.868925, 20.174301)
F (9.944686, 13.544551, 21.783839)
C (6.726514, 13.972264, 19.466015)
C (5.758431, 13.923304, 20.623048)
H (4.758997, 13.890319, 20.221631)
H (5.881711, 13.073530, 21.317548)
H (5.895925, 14.861729, 21.211972)
H (6.723926, 13.101507, 18.797703)
H (6.398103, 14.850610, 18.881481)
H (8.215270, 12.251585, 19.969568)
P (12.489950, 19.012576, 15.904499)
F (13.088138, 18.227029, 14.622368)
F (11.159072, 19.398387, 15.077757)
F (11.860171, 17.672927, 16.636915)
F (11.927479, 19.962624, 17.079725)
F (13.872803, 18.729692, 16.669575)
F (13.257269, 20.344677, 15.358098)
P (14.041519, 13.149474, 15.730295)
F (15.356209, 13.520430, 16.667020)
F (13.612338, 14.773961, 15.732699)
F (15.004358, 13.655828, 14.396269)
F (12.869631, 12.905335, 14.714195)
F (14.638423, 11.719765, 15.464851)
F (13.221183, 12.770390, 17.009285)

Cartesian forces (eV/Å) of the 6 atoms listed first:
-0.8 -0.9 -0.1
-2.5 -4.3 -1.2
2.2 2.7 0.8
1.6 -0.4 0.2
-0.2 0.4 0.1
-4.9 -5.2 -8.3